<w>
Computed, not measured: 2 unconnected molecules or ions with the total composition C2H10N4, with ωB97M-V/def2-TZVPD.

The LUMO energy (alpha / beta) is 0.041 / 0.040 hartree.

The geometry in XYZ format:
```
16
Properties=species:S:1:pos:R:3:nbo_charge:R:1
C 0.228 -1.422 1.315 -0.667
C 1.069 -0.256 1.061 -0.320
N 0.770 1.172 -2.120 -0.656
N -1.599 0.304 0.278 -0.642
N -0.385 0.635 -1.532 -0.330
N -0.532 0.890 -0.179 -0.093
H 0.963 -2.193 1.798 0.217
H -0.566 -1.047 1.976 0.226
H -0.236 -1.855 0.447 0.193
H 0.987 0.338 1.877 0.163
H 2.033 -0.256 0.567 0.173
H 0.605 2.188 -2.383 0.352
H 1.534 1.140 -1.459 0.347
H -2.092 -0.312 -0.467 0.335
H -2.236 0.987 0.706 0.374
H -0.542 -0.313 -1.886 0.329
```


<x>
Computed, not measured: 2 unconnected molecules or ions with the total composition C2H10N4, with ωB97M-V/def2-TZVPD.

The LUMO energy is 0.038 hartree.

The geometry in XYZ format:
```
16
Properties=species:S:1:pos:R:3:nbo_charge:R:1
H -2.293 -1.267 4.900 0.339
N -2.128 -0.698 5.726 -0.680
C -0.894 -0.693 6.015 0.267
N -0.445 0.163 7.052 -0.814
H -0.152 -1.363 5.582 0.143
H 0.561 0.262 7.031 0.363
H -0.847 1.074 6.855 0.382
N 0.022 -0.017 -6.553 -0.838
C 0.884 0.890 -5.724 -0.066
N 2.010 0.194 -5.122 -0.897
H 0.265 0.152 -7.529 0.342
H 0.457 -0.931 -6.401 0.354
H 1.028 1.806 -6.293 0.180
H 0.240 1.222 -4.897 0.154
H 1.642 -0.196 -4.276 0.382
H 2.929 0.552 -5.285 0.391
```


<y>
Computed, not measured: C2H10N4 in the gas phase, with ωB97M-V/def2-TZVPD.

The LUMO energy is 0.043 hartree.

The geometry in XYZ format:
```
16
Properties=species:S:1:pos:R:3:nbo_charge:R:1
C -1.993 0.763 -0.303 -0.409
N -1.022 0.064 0.505 -0.732
C 0.094 -0.494 -0.190 0.237
N 0.216 -1.933 -0.102 -0.865
N 1.155 0.164 0.679 -0.490
N 1.937 1.133 -0.015 -0.659
H -2.461 0.077 -1.023 0.177
H -1.553 1.598 -0.873 0.161
H -2.780 1.152 0.344 0.201
H -0.166 0.561 1.259 0.425
H 0.244 -0.182 -1.240 0.166
H -0.209 -2.386 -0.901 0.370
H -0.243 -2.271 0.737 0.371
H 1.716 -0.572 1.114 0.354
H 2.584 0.675 -0.657 0.337
H 2.482 1.651 0.666 0.356
```


<z>
Computed, not measured: 2 unconnected molecules or ions with the total composition C2H10N4, with ωB97M-V/def2-TZVPD.

The LUMO energy is 0.037 hartree.

The geometry in XYZ format:
```
16
Properties=species:S:1:pos:R:3:nbo_charge:R:1
C 1.264 -0.942 1.330 -0.547
C 0.306 -1.051 0.409 -0.018
N -0.950 -0.386 0.435 -0.147
N -1.705 -0.412 -0.744 -0.653
N -1.129 0.743 1.261 -0.663
H 1.272 -0.185 2.096 0.193
H 2.059 -1.665 1.364 0.211
H 0.283 -1.851 -0.316 0.212
H -1.434 0.386 -1.326 0.361
H -2.686 -0.327 -0.493 0.355
H -0.392 1.433 1.100 0.334
H -1.043 0.442 2.230 0.354
N 0.801 0.979 -1.731 -1.105
H 1.146 0.055 -1.468 0.382
H 1.277 1.816 -1.411 0.372
H 0.931 0.966 -2.737 0.358
```


<x> is favored, and the nearest alternative lies 29.2 kcal/mol above it.


<w>
Computed, not measured: 2 unconnected molecules or ions with the total composition C4H10O2, with ωB97M-V/def2-TZVPD.

The LUMO energy is 0.028 hartree.

The geometry in XYZ format:
```
16
Properties=species:S:1:pos:R:3:nbo_charge:R:1
C 1.626 0.947 0.135 -0.246
O 0.299 0.644 -0.243 -0.580
C 0.143 -0.598 -0.923 -0.064
C -0.059 -1.754 0.043 -0.640
C -2.692 1.201 1.061 0.096
O -2.067 1.876 0.138 -0.656
H 2.067 0.143 0.739 0.175
H 2.253 1.112 -0.752 0.175
H 1.595 1.862 0.729 0.202
H 1.018 -0.763 -1.569 0.173
H 0.796 -1.871 0.717 0.208
H -0.181 -2.690 -0.512 0.220
H -0.956 -1.589 0.649 0.218
H -0.733 -0.476 -1.569 0.194
H -1.961 0.401 1.401 0.021
H -1.148 1.556 -0.043 0.506
```


<x>
Computed, not measured: C4H10O2 in the gas phase, with ωB97M-V/def2-TZVPD.

The LUMO energy is 0.037 hartree.

The geometry in XYZ format:
```
16
Properties=species:S:1:pos:R:3:nbo_charge:R:1
C -2.012 0.277 0.422 -0.628
C -0.502 0.174 0.610 0.094
O -0.152 -1.090 1.182 -0.731
C 0.248 0.421 -0.701 -0.455
C 1.755 0.172 -0.638 -0.061
O 2.094 -1.172 -0.354 -0.730
H -2.530 0.022 1.351 0.222
H -2.306 1.289 0.122 0.212
H -2.348 -0.416 -0.360 0.201
H -0.181 0.908 1.359 0.173
H -0.193 -1.742 0.468 0.468
H 0.070 1.458 -1.017 0.217
H -0.181 -0.224 -1.483 0.199
H 2.219 0.854 0.092 0.157
H 2.194 0.392 -1.616 0.182
H 1.826 -1.324 0.564 0.480
```


<x> is favored, and the nearest alternative lies 77.6 kcal/mol above it.


<w>
Computed, not measured: 2 unconnected molecules or ions with the total composition C4H10O2, with ωB97M-V/def2-TZVPD.

The LUMO energy is 0.037 hartree.

The geometry in XYZ format:
```
16
Properties=species:S:1:pos:R:3:nbo_charge:R:1
C 0.976 -1.361 1.645 -0.604
C 1.011 -0.919 0.194 -0.386
C -0.302 -0.345 -0.309 -0.524
C -0.292 0.130 -1.724 0.483
O -1.084 0.908 -2.201 -0.556
H 1.991 -1.719 1.981 0.215
H 0.249 -2.169 1.810 0.209
H 0.698 -0.473 2.283 0.212
H 1.142 -1.690 -0.534 0.192
H 1.704 -0.232 0.041 0.196
H -0.529 0.489 0.228 0.244
H -1.155 -0.996 -0.189 0.232
H 0.609 -0.243 -2.372 0.095
O -1.474 2.756 0.060 -0.953
H -1.504 2.376 -0.839 0.483
H -2.040 3.488 -0.074 0.462
```


<x>
Computed, not measured: C4H10O2 in the gas phase, with ωB97M-V/def2-TZVPD.

The LUMO energy is 0.037 hartree.

The geometry in XYZ format:
```
16
Properties=species:S:1:pos:R:3:nbo_charge:R:1
C 0.550 -1.693 -0.817 -0.270
O 1.007 -0.450 -0.361 -0.537
C -0.065 0.418 -0.445 0.136
C -1.613 -0.384 0.197 -0.715
C 0.422 1.755 0.198 -0.090
O 1.381 2.483 -0.561 -0.712
H 0.379 -1.687 -1.904 0.159
H 1.267 -2.462 -0.525 0.190
H -0.454 -1.728 -0.344 0.202
H -0.331 0.606 -1.501 0.160
H -2.010 -1.448 0.265 0.228
H -2.374 0.064 -0.436 0.211
H -1.698 -0.072 1.232 0.210
H -0.419 2.438 0.292 0.183
H 0.827 1.538 1.196 0.170
H 2.221 2.006 -0.582 0.474
```


<y>
Computed, not measured: 2 unconnected molecules or ions with the total composition C4H10O2, with ωB97M-V/def2-TZVPD.

The LUMO energy is 0.030 hartree.

The geometry in XYZ format:
```
16
Properties=species:S:1:pos:R:3:nbo_charge:R:1
C -0.007 -0.869 1.239 -0.609
C 0.438 -1.346 -0.142 -0.402
C -0.761 -2.035 -0.855 -0.538
C -0.426 -2.054 -2.286 0.457
O -0.367 -3.025 -2.923 -0.502
H 0.870 -0.242 1.566 0.213
H -0.119 -1.781 2.041 0.215
H -0.930 -0.203 0.992 0.206
H 1.317 -2.000 0.034 0.211
H 0.838 -0.441 -0.681 0.200
H -1.709 -1.721 -0.477 0.238
H -0.794 -3.119 -0.504 0.226
H -0.118 -1.068 -2.703 0.087
O 1.017 6.610 1.762 -0.923
H 0.634 7.076 0.938 0.461
H 0.117 6.220 2.001 0.461
```


<z>
Computed, not measured: 3 unconnected molecules or ions with the total composition C4H10O2, with ωB97M-V/def2-TZVPD.

The LUMO energy is 0.035 hartree.

The geometry in XYZ format:
```
16
Properties=species:S:1:pos:R:3:nbo_charge:R:1
H 0.042 -1.997 -0.255 -0.052
H 0.298 -1.791 -0.923 0.045
C 1.120 1.182 0.471 -0.536
C 0.215 0.349 0.980 0.163
O -1.115 0.559 0.853 -0.515
C -1.948 -0.464 1.370 -0.251
H 0.815 2.081 -0.055 0.207
H 2.176 0.970 0.586 0.218
H 0.503 -0.549 1.530 0.175
H -1.648 -0.743 2.388 0.175
H -2.960 -0.058 1.394 0.201
H -1.929 -1.356 0.731 0.183
C 1.105 0.459 -2.264 0.285
O 1.308 -0.706 -2.501 -0.524
H 0.088 0.869 -2.118 0.116
H 1.930 1.194 -2.187 0.111
```


<w> is favored, and the nearest alternative lies 18.7 kcal/mol above it.


<w>
Computed, not measured: a molecular structure, C4H10O2, with ωB97M-V/def2-TZVPD.

The LUMO energy (alpha / beta) is 0.020 / 0.003 hartree.

The geometry in XYZ format:
```
16
Properties=species:S:1:pos:R:3:nbo_charge:R:1
C -2.240 -0.485 0.086 -0.657
C -1.521 0.581 0.683 -0.341
C 0.702 -0.617 -0.231 -0.053
O 0.220 -0.602 -1.531 -0.660
C 1.628 0.440 0.242 -0.146
O 2.740 0.443 -0.644 -0.730
H -3.284 -0.220 -0.190 0.226
H -1.437 -0.522 -1.110 0.260
H -2.168 -1.473 0.584 0.212
H -1.750 1.563 0.249 0.179
H -1.156 0.590 1.695 0.184
H 0.518 -1.474 0.411 0.188
H 1.397 -1.085 -1.338 0.509
H 1.975 0.245 1.272 0.177
H 1.119 1.403 0.216 0.181
H 3.257 1.214 -0.394 0.470
```


<x>
Computed, not measured: 2 unconnected molecules or ions with the total composition C4H10O2, with ωB97M-V/def2-TZVPD.

The LUMO energy is 0.028 hartree.

The geometry in XYZ format:
```
16
Properties=species:S:1:pos:R:3:nbo_charge:R:1
C -2.525 -0.183 -1.270 -0.730
C -2.191 -1.476 -0.542 0.455
O -2.986 -2.328 -0.345 -0.511
H -2.030 0.592 -0.687 0.229
H -3.577 -0.175 -1.531 0.238
H -1.990 -0.176 -2.230 0.230
H -1.142 -1.466 -0.207 0.089
C 2.550 0.348 0.263 -0.637
C 1.218 0.317 1.005 -0.061
O 1.061 1.452 1.868 -0.720
H 2.636 1.327 -0.220 0.196
H 3.361 0.167 0.959 0.218
H 2.577 -0.347 -0.577 0.217
H 1.259 -0.490 1.740 0.181
H 0.365 0.223 0.340 0.148
H 1.413 2.217 1.435 0.458
```


<y>
Computed, not measured: C4H10O2 in the gas phase, with ωB97M-V/def2-TZVPD.

The LUMO energy is 0.029 hartree.

The geometry in XYZ format:
```
16
Properties=species:S:1:pos:R:3:nbo_charge:R:1
C 2.188 -0.987 -0.304 -0.247
O 1.230 -0.234 0.395 -0.597
C 0.557 0.736 -0.448 -0.183
C -0.493 1.492 0.291 -0.328
C -2.396 -0.136 0.236 -0.248
O -1.258 0.249 1.021 -0.534
H 1.733 -1.579 -1.115 0.161
H 2.954 -0.334 -0.749 0.169
H 2.673 -1.664 0.405 0.192
H 0.158 0.175 -1.315 0.153
H 1.283 1.465 -0.838 0.197
H -0.034 1.909 1.199 0.143
H -2.867 -1.005 0.702 0.185
H -2.095 -0.352 -0.792 0.191
H -3.055 0.729 0.244 0.222
H -0.580 -0.463 1.067 0.524
```


<x> is favored, and the nearest alternative lies 76.9 kcal/mol above it.


<w>
Computed, not measured: 2 unconnected molecules or ions with the total composition C6H6, with ωB97M-V/def2-TZVPD.

The LUMO energy is -0.001 hartree.

The geometry in XYZ format:
```
12
Properties=species:S:1:pos:R:3:nbo_charge:R:1
C -2.552 0.964 -0.620 -0.188
C -1.523 1.211 0.014 -0.086
C 1.693 -0.567 -0.800 -0.298
C 0.863 -0.295 0.084 0.052
C 1.271 -1.706 0.080 -0.431
C -0.436 1.298 0.833 -0.342
H -3.482 0.815 -1.243 0.256
H 2.049 -0.084 -1.700 0.229
H 0.529 -2.452 -0.193 0.173
H 1.767 -2.068 0.963 0.177
H -0.490 0.909 1.788 0.230
H 0.311 1.974 0.795 0.227
```


<x>
Computed, not measured: C6H6 in the gas phase, with ωB97M-V/def2-TZVPD.

The LUMO energy (alpha / beta) is -0.011 / -0.011 hartree.

The geometry in XYZ format:
```
12
Properties=species:S:1:pos:R:3:nbo_charge:R:1
C -0.664 1.158 -2.658 -0.224
C -0.804 0.645 -1.578 -0.016
C -0.948 0.035 -0.252 -0.528
C 0.183 0.372 0.688 -0.110
C 0.801 -0.548 1.515 -0.419
C 0.914 -1.576 2.311 -0.215
H -0.544 1.608 -3.619 0.239
H -1.049 -1.051 -0.341 0.256
H -1.878 0.398 0.214 0.261
H 1.702 -0.140 0.895 0.357
H 0.562 1.391 0.650 0.219
H 1.726 -2.291 2.175 0.179
```


<x> is favored, and the nearest alternative lies 12.5 kcal/mol above it.


<w>
Computed, not measured: C6H6 in the gas phase, with ωB97M-V/def2-TZVPD.

The LUMO energy is 0.004 hartree.

The geometry in XYZ format:
```
12
Properties=species:S:1:pos:R:3:nbo_charge:R:1
C -1.952 2.567 2.351 -0.310
C -1.535 1.858 1.430 -0.002
C -0.900 1.095 0.503 -0.150
C -0.240 0.441 -0.267 0.149
C 0.470 -0.390 -1.218 -0.492
C 0.933 -1.719 -0.615 -0.590
H -1.008 2.694 2.889 0.268
H -0.229 -0.563 -2.045 0.245
H 1.315 0.174 -1.628 0.238
H 1.289 -2.380 -1.409 0.214
H 1.746 -1.563 0.100 0.214
H 0.110 -2.214 -0.091 0.217
```


<x>
Computed, not measured: C6H6 in the gas phase, with ωB97M-V/def2-TZVPD.

The LUMO energy is -0.064 hartree.

The geometry in XYZ format:
```
12
Properties=species:S:1:pos:R:3:nbo_charge:R:1
C 2.727 -0.156 -0.112 -0.460
C 3.773 -0.319 -0.759 0.101
C 1.699 0.092 0.704 0.008
C 0.240 0.174 0.566 -0.298
C -0.597 -0.279 -0.434 -0.036
C -2.025 -0.002 -0.472 -0.673
H 2.013 0.426 1.782 0.217
H -0.212 0.774 1.426 0.214
H -0.276 -0.961 -1.196 0.213
H -2.217 0.838 0.242 0.222
H -2.798 -0.866 -0.218 0.249
H -2.328 0.279 -1.531 0.242
```


<w> is favored, and the nearest alternative lies 21.4 kcal/mol above it.


<w>
Computed, not measured: a molecular structure, CH4N2O3, with ωB97M-V/def2-TZVPD.

The LUMO energy is 0.022 hartree.

The geometry in XYZ format:
```
10
Properties=species:S:1:pos:R:3:nbo_charge:R:1
N 0.025 -1.106 -0.635 -0.118
C 0.522 0.754 1.068 0.968
N -1.274 -0.971 -0.685 -0.556
O 0.779 0.399 -0.257 -0.626
O 1.485 1.620 1.258 -0.667
O -0.405 0.400 1.739 -0.634
H 1.852 1.311 0.217 0.521
H 0.415 -1.127 -1.578 0.353
H -1.695 -0.338 -1.364 0.357
H -1.704 -0.942 0.236 0.402
```


<x>
Computed, not measured: CH4N2O3 in the gas phase, with ωB97M-V/def2-TZVPD.

The LUMO energy is 0.022 hartree.

The geometry in XYZ format:
```
10
Properties=species:S:1:pos:R:3:nbo_charge:R:1
N 0.687 -0.906 -0.930 -0.803
C -0.041 -0.461 0.140 0.350
O 0.704 -0.479 1.310 -0.715
N -0.671 1.065 0.068 0.498
O -0.552 1.565 -0.994 -0.369
O -1.199 1.529 1.059 -0.419
H 0.143 -1.064 -1.833 0.403
H 1.535 -0.400 -1.030 0.386
H -0.943 -0.961 0.129 0.154
H 0.337 0.112 2.081 0.515
```


<w> is favored, and the nearest alternative lies 6.0 kcal/mol above it.


<w>
Computed, not measured: 2 unconnected molecules or ions with the total composition CH4N2O3, with ωB97M-V/def2-TZVPD.

The LUMO energy (alpha / beta) is -0.064 / -0.014 hartree.

The geometry in XYZ format:
```
10
Properties=species:S:1:pos:R:3:nbo_charge:R:1
N 0.778 -0.420 -0.222 -0.211
N -0.997 -0.340 1.157 -0.071
C 0.033 -0.031 -1.244 0.414
O 2.146 -0.094 -0.369 -0.547
O -1.489 0.859 1.444 -0.457
O -1.197 0.127 -1.120 -0.578
H 2.606 -0.900 -0.104 0.474
H -2.340 0.905 0.973 0.494
H -0.097 -0.355 1.652 0.332
H 0.557 0.250 -2.168 0.148
```


<x>
Computed, not measured: 2 unconnected molecules or ions with the total composition CH4N2O3, with ωB97M-V/def2-TZVPD.

The LUMO energy (alpha / beta) is -0.033 / -0.033 hartree.

The geometry in XYZ format:
```
10
Properties=species:S:1:pos:R:3:nbo_charge:R:1
C -0.340 -0.243 -0.076 0.569
N -1.137 0.780 -0.698 -0.817
N 1.082 0.148 0.073 0.450
O 1.476 1.290 0.059 -0.343
O 1.843 -0.868 0.204 -0.457
O -0.390 -1.491 -0.387 -0.663
H -0.072 -0.033 1.755 -0.077
H -0.842 1.690 -0.330 0.413
H -2.156 0.538 -0.512 0.404
H 0.535 -1.813 -0.089 0.521
```


<x> is favored, and the nearest alternative lies 16.3 kcal/mol above it.